{"formula": "C39H52O39", "method": "wB97M-V/def2-TZVPD", "relative_energy_kcal_mol": 73.42, "gap_ev": 10.010, "spin_multiplicity": 1, "charge": 0, "homo_ev": -10.52, "symbols": ["C", "C", "O", "C", "O", "O", "H", "H", "H", "H", "C", "C", "O", "C", "O", "O", "H", "H", "H", "H", "C", "C", "O", "C", "O", "O", "H", "H", "H", "H", "C", "C", "O", "C", "O", "O", "H", "H", "H", "H", "C", "C", "O", "C", "O", "O", "H", "H", "H", "H", "C", "C", "O", "C", "O", "O", "H", "H", "H", "H", "C", "C", "O", "C", "O", "O", "H", "H", "H", "H", "C", "C", "O", "C", "O", "O", "H", "H", "H", "H", "C", "C", "O", "C", "O", "O", "H", "H", "H", "H", "C", "C", "O", "C", "O", "O", "H", "H", "H", "H", "C", "C", "O", "C", "O", "O", "H", "H", "H", "H", "C", "C", "O", "C", "O", "O", "H", "H", "H", "H", "C", "C", "O", "C", "O", "O", "H", "H", "H", "H"], "coordinates": [[1.1444, 0.5578, -6.8787], [-0.0510, 1.5053, -6.9471], [-0.2829, 1.8275, -5.5893], [0.1891, 0.8212, -4.8231], [-0.0190, 0.6281, -3.6683], [1.0770, 0.0768, -5.5287], [2.0780, 1.0706, -7.1093], [1.0585, -0.2740, -7.5747], [-0.8896, 1.0604, -7.4877], [0.1841, 2.4591, -7.4191], [4.6346, 0.2032, 3.3028], [3.4536, -0.3583, 4.1135], [4.0873, -1.2966, 4.9891], [5.4335, -1.0581, 5.0227], [6.2124, -1.5613, 5.7534], [5.7511, -0.1625, 4.0674], [4.4756, 1.2660, 3.1431], [4.6622, -0.3286, 2.3520], [2.8199, -0.9239, 3.4387], [2.9286, 0.4978, 4.5357], [-0.4532, -0.0545, -0.7539], [-1.5871, 0.4332, 0.1426], [-1.2817, -0.2529, 1.3864], [0.0298, -0.4024, 1.4586], [0.6440, -0.6837, 2.4513], [0.5799, -0.1675, 0.2490], [-0.0956, 0.7621, -1.3805], [-0.5846, -0.9065, -1.4147], [-2.5579, 0.1037, -0.2178], [-1.5244, 1.4983, 0.3502], [0.0260, -1.3025, 5.8605], [1.1830, -2.2577, 5.6132], [0.7266, -3.4882, 6.1254], [-0.6324, -3.5029, 6.0367], [-1.3168, -4.4511, 6.2346], [-1.0254, -2.2552, 5.7306], [-0.0209, -0.4888, 5.1407], [-0.0033, -0.8010, 6.8322], [2.0016, -1.9528, 6.2667], [1.4649, -2.3989, 4.5706], [-0.3330, 6.4949, -0.5119], [-1.8124, 6.2032, -0.1279], [-1.9163, 4.8182, -0.4597], [-0.7818, 4.3550, -0.9705], [-0.6145, 3.2357, -1.3814], [0.1983, 5.2578, -0.9802], [0.2040, 7.0417, 0.2609], [-0.3108, 7.1834, -1.3610], [-2.5196, 6.7032, -0.7884], [-1.9735, 6.5817, 0.8808], [-3.0706, 4.0986, 3.2546], [-2.7849, 2.6604, 2.8914], [-3.5736, 2.5662, 1.7232], [-4.6963, 3.2792, 1.9634], [-5.7552, 3.1887, 1.4463], [-4.4562, 4.1927, 2.9566], [-2.4676, 4.7596, 2.6185], [-2.7732, 4.4076, 4.2554], [-2.9688, 1.9673, 3.7157], [-1.7501, 2.5327, 2.5822], [-0.6721, -2.7511, -4.8743], [-1.3686, -2.0582, -6.0486], [-0.4467, -2.2929, -7.0811], [0.6083, -3.0257, -6.6592], [1.5155, -3.2368, -7.3943], [0.4483, -3.4628, -5.3840], [-1.4514, -3.3535, -4.4016], [-0.3930, -2.0528, -4.0818], [-1.5443, -0.9884, -5.9112], [-2.3526, -2.5227, -6.1355], [-0.6468, -6.0327, -1.9135], [0.5650, -5.1376, -2.2278], [0.0050, -3.8473, -1.9836], [-1.1533, -3.8913, -1.3082], [-1.8326, -2.9410, -1.0670], [-1.5604, -5.1759, -1.2365], [-0.2783, -6.7484, -1.1735], [-1.1437, -6.5493, -2.7286], [0.8577, -5.3567, -3.2546], [1.4142, -5.1503, -1.5456], [3.5747, -2.3308, -2.0307], [2.4218, -1.5862, -2.6752], [2.9553, -0.2897, -2.8340], [4.3040, -0.3159, -2.8154], [4.9828, 0.6421, -3.0310], [4.6886, -1.4956, -2.3079], [3.6554, -3.3412, -2.4309], [3.4303, -2.4197, -0.9526], [1.5723, -1.5305, -1.9977], [2.1068, -1.9722, -3.6467], [2.2893, 2.7918, 0.6864], [2.9035, 3.5891, -0.4694], [4.1066, 2.8592, -0.7385], [4.2742, 1.8340, 0.1339], [5.2568, 1.1453, 0.1562], [3.1265, 1.6863, 0.7948], [1.2701, 2.5611, 0.3814], [2.3311, 3.4429, 1.5643], [3.1856, 4.6193, -0.2641], [2.2958, 3.4533, -1.3649], [0.8706, 3.0026, 6.6723], [0.7707, 4.2150, 5.7573], [0.0118, 3.6209, 4.6929], [0.2878, 2.2746, 4.6491], [-0.0834, 1.5491, 3.7880], [1.0507, 1.9722, 5.7082], [0.0044, 2.8662, 7.3207], [1.7234, 3.0679, 7.3466], [1.7645, 4.4996, 5.4042], [0.2825, 5.1021, 6.1491], [-3.2864, -4.2536, 1.8190], [-2.4365, -3.3846, 2.7520], [-1.1995, -4.0306, 2.6364], [-1.3564, -5.3061, 2.3126], [-0.5094, -6.1450, 2.3673], [-2.6055, -5.5071, 1.8289], [-3.1478, -3.8537, 0.8086], [-4.3527, -4.3724, 1.9944], [-2.7069, -3.3632, 3.8085], [-2.5548, -2.4168, 2.2655], [-3.8705, 0.6334, -4.6717], [-3.4423, 0.3727, -3.2188], [-3.8186, -1.0277, -3.0089], [-4.2060, -1.5752, -4.1592], [-4.3498, -2.7586, -4.2891], [-4.2220, -0.6609, -5.1307], [-3.1240, 1.0602, -5.3408], [-4.7349, 1.2993, -4.7267], [-4.0596, 0.8798, -2.4844], [-2.3648, 0.5041, -3.1416]]}


{"formula": "C34H70N2O14S2", "method": "wB97M-V/def2-TZVPD", "gap_ev": 7.828, "spin_multiplicity": 1, "charge": 0, "smiles": "CCN(CC[C@](O)(CCCSC(=S)N1CCOCC1)OC=O)C(C)=O.COCCOCCOC.COCCOCCOC.COCCOCCOC", "homo_ev": -8.26, "symbols": ["C", "C", "N", "C", "C", "C", "O", "C", "C", "C", "S", "C", "S", "N", "C", "C", "O", "C", "C", "O", "C", "O", "C", "C", "O", "H", "H", "H", "H", "H", "H", "H", "H", "H", "H", "H", "H", "H", "H", "H", "H", "H", "H", "H", "H", "H", "H", "H", "H", "H", "H", "H", "H", "C", "O", "C", "C", "O", "C", "C", "O", "C", "H", "H", "H", "H", "H", "H", "H", "H", "H", "H", "H", "H", "H", "H", "C", "O", "C", "C", "O", "C", "C", "O", "C", "H", "H", "H", "H", "H", "H", "H", "H", "H", "H", "H", "H", "H", "H", "C", "O", "C", "C", "O", "C", "C", "O", "C", "H", "H", "H", "H", "H", "H", "H", "H", "H", "H", "H", "H", "H", "H"], "coordinates": [[-0.5238, 3.6388, 1.0872], [-1.0385, 2.7121, 2.3471], [-0.2659, 1.3837, 2.4771], [-0.6133, 0.8564, 3.8517], [-1.1152, -0.7028, 3.8955], [0.0085, -1.8015, 3.3894], [-0.4006, -2.1543, 1.9877], [-0.1762, -3.1745, 4.2597], [0.2871, -4.5537, 3.4962], [1.8459, -4.5768, 2.9919], [1.8168, -4.9338, 1.1444], [2.9804, -3.8149, 0.1938], [4.5082, -3.5044, 0.9058], [2.5024, -3.2739, -1.1355], [3.5107, -3.4620, -2.2469], [4.4553, -2.1595, -2.5604], [3.6224, -0.9590, -2.7402], [3.0756, -0.6873, -1.3881], [1.9808, -1.8574, -1.0419], [1.3739, -1.2858, 3.2821], [2.0494, -1.1330, 4.5717], [1.4972, -0.8679, 5.7564], [1.1848, 1.7941, 2.3518], [1.9753, 2.8992, 3.2687], [1.9016, 1.1830, 1.3782], [0.2654, 4.4080, 1.5332], [-0.0690, 3.0380, 0.1906], [-1.4635, 4.2915, 0.7568], [-0.9129, 3.3909, 3.3195], [-2.1601, 2.4367, 2.1314], [-1.5371, 1.5112, 4.2308], [0.2729, 1.1161, 4.5753], [-2.0930, -0.8701, 3.2690], [-1.3500, -0.9908, 5.0300], [-1.2241, -2.7249, 2.0021], [0.3136, -3.1732, 5.3213], [-1.3503, -3.2899, 4.4477], [-0.4735, -4.7809, 2.6211], [0.1674, -5.4285, 4.2939], [2.3786, -5.5204, 3.4934], [2.4857, -3.6478, 3.3033], [2.9680, -3.9066, -3.2058], [4.2467, -4.3290, -1.8857], [5.2338, -1.9571, -1.7102], [4.9953, -2.3754, -3.5961], [3.9244, -0.6026, -0.5546], [2.5358, 0.3706, -1.3800], [1.6705, -1.6931, 0.0988], [0.9732, -1.7854, -1.6533], [3.2404, -1.2180, 4.5593], [2.7920, 2.2938, 3.8906], [2.5118, 3.7354, 2.6469], [1.2333, 3.3413, 4.0583], [5.1236, 0.7463, -10.1987], [5.3495, 1.3562, -8.9424], [4.7945, 2.6678, -8.8569], [4.2919, 2.9566, -7.4394], [3.0690, 2.2823, -7.1120], [3.1629, 0.8656, -6.9053], [3.8930, 0.4777, -5.6165], [5.3027, 0.6318, -5.7751], [5.9546, 0.9900, -4.5674], [5.6931, 1.2588, -10.9784], [5.4560, -0.2936, -10.1374], [4.0563, 0.7461, -10.4432], [3.9651, 2.7921, -9.5636], [5.5877, 3.3785, -9.1139], [4.0585, 4.0255, -7.3771], [5.0574, 2.7649, -6.6874], [3.5859, 0.3678, -7.7793], [2.1279, 0.5168, -6.8198], [3.7045, -0.5785, -5.3916], [3.5186, 1.0915, -4.7890], [5.5018, 1.8876, -4.1344], [6.9992, 1.2158, -4.7987], [5.9151, 0.1617, -3.8562], [-6.2474, 7.2742, 2.1804], [-5.0253, 7.4524, 2.8703], [-5.0053, 8.6395, 3.6616], [-4.1879, 8.4301, 4.9396], [-4.8557, 7.6330, 5.9277], [-4.9667, 6.2316, 5.6413], [-3.6359, 5.4786, 5.7214], [-2.8447, 5.7375, 4.5624], [-1.4525, 5.7124, 4.8320], [-6.3613, 8.0366, 1.4053], [-6.2332, 6.2864, 1.7117], [-7.0931, 7.3066, 2.8750], [-6.0215, 8.9501, 3.9328], [-4.5431, 9.4292, 3.0591], [-4.0413, 9.4095, 5.4089], [-3.1928, 8.0383, 4.7287], [-5.4737, 6.0636, 4.6897], [-5.6248, 5.8288, 6.4191], [-3.8260, 4.3994, 5.7510], [-3.1071, 5.7734, 6.6353], [-1.2031, 6.4000, 5.6464], [-0.9260, 6.0466, 3.9338], [-1.1332, 4.6971, 5.0786], [-5.6276, -7.8235, -2.2382], [-4.8019, -6.6879, -2.0653], [-5.2584, -5.8259, -1.0241], [-4.0781, -5.1710, -0.3006], [-3.3722, -6.0610, 0.5752], [-2.5657, -7.0646, -0.0579], [-1.3134, -6.5085, -0.7413], [-1.6546, -5.8841, -1.9782], [-0.7997, -4.7988, -2.2989], [-6.6032, -7.5279, -2.6327], [-5.1407, -8.4934, -2.9521], [-5.7458, -8.3644, -1.2936], [-5.8658, -6.3754, -0.2948], [-5.8778, -5.0497, -1.4870], [-4.4772, -4.3830, 0.3481], [-3.3945, -4.6812, -0.9942], [-3.1615, -7.6783, -0.7354], [-2.2377, -7.7252, 0.7522], [-0.6250, -7.3301, -0.9706], [-0.8152, -5.8029, -0.0662], [-0.7719, -4.0726, -1.4803], [-1.2035, -4.2973, -3.1827], [0.2063, -5.1625, -2.5206]]}


{"formula": "C12H11O2P", "method": "wB97M-V/def2-TZVPD", "gap_ev": 9.443, "spin_multiplicity": 1, "charge": 0, "homo_ev": -9.34, "symbols": ["C", "C", "C", "C", "C", "C", "C", "C", "C", "C", "C", "C", "O", "O", "P", "H", "H", "H", "H", "H", "H", "H", "H", "H", "H", "H"], "coordinates": [[1.7615, 2.7656, 0.7412], [2.0605, 2.5699, -0.5876], [0.9117, 1.9087, 1.3776], [1.4383, 1.5806, -1.3079], [0.3829, 0.7986, 0.7027], [0.5393, 0.7475, -0.6645], [-0.6982, -0.0445, 1.3689], [-0.3272, -0.0414, -1.4336], [-0.3772, -1.4879, 1.2487], [-0.7281, -1.2624, -1.1214], [-0.2727, -2.0264, 0.0193], [-0.0086, -3.4430, -0.2487], [-2.0366, 1.7998, -0.1311], [-3.4528, -0.3005, 0.1128], [-2.1308, 0.3562, 0.1820], [1.8911, 3.7727, 1.2809], [2.7041, 3.1749, -1.0561], [0.4737, 2.2147, 2.3268], [1.4309, 1.3628, -2.4105], [-0.8669, 0.3294, 2.3460], [-0.7308, 0.4705, -2.2912], [-0.1899, -2.1312, 2.0615], [-1.6598, -1.7034, -1.6007], [-1.0117, -3.8233, -0.4800], [0.2967, -3.9340, 0.6206], [0.6009, -3.6539, -1.0556]]}


{"formula": "C4H4Cl5N", "method": "wB97M-V/def2-TZVPD", "relative_energy_kcal_mol": 65.34, "gap_ev": [7.657, 8.298], "spin_multiplicity": 1, "charge": 0, "homo_ev": [-8.69, -9.43], "symbols": ["C", "C", "C", "C", "N", "Cl", "Cl", "Cl", "Cl", "Cl", "H", "H", "H", "H"], "coordinates": [[0.8080, 0.5311, -0.5328], [1.2863, -0.3345, 0.6504], [-0.6798, 0.8870, -0.3547], [-1.6320, -0.1386, 0.0949], [0.3983, -1.4330, 0.9690], [-0.6124, 2.0235, 0.9374], [-1.4521, 1.6926, -1.9208], [-2.7308, -0.0281, 1.3937], [-2.0184, -1.3534, -1.1206], [0.2940, -2.6349, -0.1548], [1.5257, 1.4026, -0.6821], [0.9972, -0.0102, -1.4499], [2.3231, -0.6839, 0.5135], [1.4926, 0.0797, 1.6568]]}


{"formula": "C24H25IN2NiSi", "method": "wB97M-V/def2-TZVPD", "relative_energy_kcal_mol": 0.00, "gap_ev": [7.307, 7.309], "spin_multiplicity": 1, "charge": 0, "homo_ev": [-7.30, -7.30], "symbols": ["Ni", "C", "C", "C", "C", "C", "C", "C", "C", "C", "C", "C", "C", "C", "C", "C", "N", "H", "H", "H", "H", "H", "H", "H", "H", "H", "H", "I", "C", "C", "C", "C", "N", "C", "H", "H", "H", "H", "C", "Si", "C", "C", "C", "H", "H", "H", "H", "H", "H", "H", "H", "H", "H", "H"], "coordinates": [[0.2836, -1.5154, -0.2280], [0.2655, -1.6283, 3.9060], [0.3418, -0.2821, 4.2336], [0.3540, 0.6642, 3.2249], [0.2991, 0.2943, 1.8772], [0.2267, -1.0746, 1.5398], [0.2014, -2.0115, 2.5730], [0.2920, 1.3134, 0.8057], [0.4038, 2.7038, 1.0945], [0.3988, 3.6181, 0.0898], [0.2877, 3.1868, -1.2513], [0.2946, 4.0588, -2.3607], [0.2067, 3.5624, -3.6318], [0.1065, 2.1729, -3.8445], [0.0919, 1.3067, -2.7857], [0.1800, 1.7944, -1.4610], [0.1850, 0.8966, -0.4403], [0.2421, -2.3795, 4.6867], [0.3809, 0.0313, 5.2687], [0.3973, 1.7062, 3.5136], [0.1114, -3.0640, 2.3315], [0.5017, 3.0420, 2.1145], [0.4887, 4.6772, 0.3020], [0.3756, 5.1255, -2.1870], [0.2135, 4.2329, -4.4811], [0.0338, 1.7925, -4.8552], [-0.0033, 0.2371, -2.9305], [5.0957, 1.4680, -2.2407], [4.2890, -0.0594, -1.0747], [5.0843, -0.8282, -0.2426], [4.4717, -1.8174, 0.5091], [3.1042, -1.9908, 0.4105], [2.3363, -1.2448, -0.3907], [2.9268, -0.2980, -1.1231], [6.1505, -0.6586, -0.1803], [5.0498, -2.4425, 1.1751], [2.5843, -2.7354, 0.9981], [2.2844, 0.2890, -1.7645], [-4.3868, -2.7655, -0.1703], [-2.9550, -1.5300, -0.1747], [-3.1820, -0.3789, -1.6488], [-3.0976, -0.5219, 1.4066], [-1.3304, -2.4308, -0.3138], [-5.3563, -2.2638, -0.1150], [-4.3071, -3.4322, 0.6925], [-4.3823, -3.3890, -1.0675], [-4.1709, 0.0863, -1.6418], [-3.0822, -0.9307, -2.5878], [-2.4398, 0.4211, -1.6470], [-4.1250, -0.1793, 1.5549], [-2.4465, 0.3542, 1.3915], [-2.8120, -1.1243, 2.2732], [-1.1281, -2.6873, -1.3797], [-1.3358, -3.3713, 0.2471]]}